Entry 1:
This record from the OMol25 dataset describes an isolated molecule of C3H4Cl2 at a distorted geometry. The level of theory is ωB97M-V/def2-TZVPD.

Cartesian coordinates (Å):
Cl: -0.018 1.585 -0.006
Cl: 1.723 -0.715 -0.002
C: -0.959 -1.005 0.000
C: -2.423 -0.648 -0.002
C: 0.068 -0.198 0.028
H: -2.870 -0.813 1.026
H: -0.690 -2.079 -0.054
H: -2.999 -1.233 -0.789
H: -2.541 0.448 -0.216

ΔE to the lowest compared entry with this formula, charge and spin: 10.03 kJ/mol
HOMO-LUMO gap: 10.4 eV
Electronic energy: -1037.067923 Ha
Maximum force: 1.966 eV/Å
SMILES: CC=C(Cl)Cl

Entry 2:
This record from the OMol25 dataset describes a cluster of 27 separate species, C44H142N20O44 in total at a distorted geometry. The level of theory is ωB97M-V/def2-TZVPD.

Cartesian coordinates (Å):
O: 3.723 -1.258 -1.405
O: -1.361 1.453 -0.363
O: 7.304 -0.788 -5.760
O: 5.292 0.079 -4.120
O: 4.501 -3.795 -2.471
O: -3.554 -2.204 -2.574
O: -1.574 3.090 -4.140
O: 4.120 7.196 3.249
O: -5.801 2.511 -2.852
O: -5.208 -3.380 1.414
O: -0.105 4.974 -1.220
O: -3.754 -3.668 -8.076
O: -1.078 -3.609 3.927
O: 2.460 -2.619 1.032
O: -1.853 -2.643 -5.006
O: -1.932 -5.337 0.249
O: -0.403 0.318 6.177
O: 3.215 -7.467 -1.381
O: 3.638 1.876 2.489
O: 1.598 -0.616 -5.672
O: -3.132 -6.825 -2.240
O: 3.240 5.575 -1.484
O: 3.385 -4.965 2.522
O: 1.949 -3.904 -1.481
O: 2.640 -2.989 -4.400
O: 1.571 7.343 -0.360
O: -3.125 3.861 2.337
O: 2.212 4.113 -3.450
O: -3.501 1.019 -4.288
O: -1.074 4.445 4.241
O: 4.854 -0.217 5.049
O: 0.765 -6.465 -0.802
O: 1.363 2.706 -1.099
O: -2.483 0.200 4.589
O: -4.882 -0.541 5.706
O: -1.257 -0.423 1.854
O: 7.073 -4.343 0.151
O: -8.236 -0.940 0.539
O: -0.532 8.609 1.247
O: -5.904 -3.107 -1.256
O: -6.583 1.352 0.491
O: 4.369 4.607 3.009
O: -0.260 2.888 1.786
O: -0.946 7.300 4.533
N: 3.278 -0.383 2.449
N: 6.527 0.737 6.253
N: -0.491 5.077 -4.525
N: 5.032 -5.493 -0.030
N: -1.172 -5.561 2.890
N: -4.183 -1.933 2.863
N: -0.406 -5.512 5.125
N: 1.031 1.520 -6.401
N: -3.627 1.914 1.213
N: -1.739 5.906 0.068
N: -2.726 4.906 -4.466
N: 6.517 -6.031 1.629
N: 0.830 -0.513 4.466
N: 2.696 0.873 0.692
N: -0.562 0.016 -5.495
N: -5.268 3.256 2.158
N: 5.941 1.564 4.259
N: -3.063 -2.737 1.037
N: -2.211 4.061 -1.125
N: 1.760 0.896 6.106
C: -4.676 0.853 5.342
C: 2.525 2.734 -3.286
C: -3.462 -3.066 -6.775
C: 5.146 -0.025 -5.585
C: -2.076 -3.289 -6.238
C: 6.284 -5.182 0.530
C: -0.053 8.434 2.577
C: -6.174 1.609 -1.878
C: -3.166 1.163 5.382
C: -3.124 -6.140 0.188
C: 1.520 2.068 -2.368
C: -4.191 -2.724 1.742
C: 0.470 3.003 2.983
C: -7.610 -2.115 -0.008
C: 1.581 -3.401 1.814
C: 5.451 -2.734 -2.353
C: 2.075 6.415 0.560
C: 3.101 5.356 -0.065
C: 3.897 4.991 4.296
C: 2.385 -4.033 2.882
C: 3.277 6.400 4.120
C: 3.197 0.876 1.921
C: -6.354 -1.858 -0.823
C: -0.878 -4.822 4.011
C: -3.946 3.038 1.899
C: 1.426 -3.509 -3.878
C: -1.582 4.300 -4.300
C: -0.443 3.161 4.232
C: -3.819 -6.169 -1.144
C: -3.101 -0.024 -3.402
C: 2.258 -8.213 -0.603
C: -1.060 7.465 3.111
C: -6.805 2.233 -0.603
C: -0.882 0.074 -0.445
C: 5.046 -1.788 -1.264
C: -1.263 4.966 -0.763
C: 1.494 -7.139 0.173
C: -4.136 -1.118 -3.297
C: 6.003 -1.108 -6.080
C: 0.773 0.262 -5.838
C: 5.677 0.658 5.186
C: 1.171 -3.195 -2.400
C: -0.242 -0.341 0.921
C: 0.663 0.228 5.570
H: -5.026 -0.771 -2.801
H: -3.492 4.296 -4.062
H: -1.255 -6.573 2.959
H: -2.345 -2.110 1.278
H: 0.221 8.828 0.685
H: 4.637 6.495 2.812
H: 2.407 -2.938 0.073
H: 5.601 -2.117 -5.736
H: 2.697 0.584 5.919
H: 4.655 -6.393 0.192
H: -1.158 6.761 0.233
H: 0.896 8.001 2.628
H: 0.574 -3.056 -4.340
H: -3.054 3.968 -0.576
H: -7.307 0.703 0.425
H: -0.681 -0.766 -4.873
H: -3.666 -2.024 -6.900
H: 3.653 -0.617 3.417
H: 6.330 2.452 4.554
H: 2.605 4.637 -2.741
H: -5.257 1.977 -3.434
H: 3.087 -1.172 1.846
H: 4.108 -0.409 -5.645
H: 1.397 -4.627 -4.019
H: -2.821 -7.211 0.458
H: 3.234 7.009 5.019
H: 7.754 -1.647 -5.684
H: -0.280 -5.077 6.000
H: 1.969 1.802 -6.614
H: -5.036 -1.915 3.397
H: 1.019 3.924 2.970
H: -3.292 -1.556 3.109
H: -3.979 -0.850 5.495
H: -2.044 7.845 2.852
H: -4.463 -1.417 -4.329
H: 0.188 -1.351 0.893
H: 2.470 1.681 0.175
H: 1.601 1.363 6.954
H: -4.122 -5.178 -1.556
H: -0.683 2.069 -0.056
H: -2.251 -7.156 -2.048
H: -8.441 -1.143 1.451
H: 0.149 -3.364 -2.172
H: 1.560 -0.417 3.765
H: 1.187 5.910 1.030
H: 3.981 -3.478 -3.305
H: -7.894 2.434 -0.855
H: 0.335 4.677 -4.084
H: -0.213 -0.027 -1.279
H: 3.747 -0.600 -2.066
H: -5.387 3.921 2.914
H: -2.753 1.634 -4.205
H: -2.960 5.886 -4.526
H: -4.167 -3.632 -6.127
H: -1.159 3.237 1.944
H: -5.077 1.120 4.324
H: 1.347 -5.773 -1.230
H: 2.759 -9.017 -0.111
H: 1.168 2.176 3.040
H: 3.593 2.706 -2.963
H: 2.786 -3.139 3.440
H: 1.733 -4.443 3.651
H: 4.733 4.975 5.007
H: -1.668 0.359 2.287
H: 5.731 -0.982 -1.225
H: 2.433 2.276 -4.276
H: 2.338 0.008 0.329
H: 7.398 1.215 6.151
H: 3.207 4.185 4.683
H: -0.031 9.360 3.077
H: 7.220 -5.592 2.231
H: 2.278 6.317 3.629
H: 5.554 -2.295 -3.316
H: -0.564 -6.504 5.198
H: 2.567 6.942 1.343
H: -6.323 3.234 -0.341
H: -0.864 6.508 2.660
H: 1.506 -8.555 -1.314
H: -1.922 -4.314 -6.134
H: 2.198 -6.403 0.590
H: -2.038 3.129 -1.444
H: -1.951 4.241 3.854
H: -1.138 -5.727 -0.247
H: 4.833 -5.125 -0.969
H: -1.099 2.272 4.245
H: -2.591 5.732 0.608
H: -5.602 -3.555 -0.379
H: -3.862 -5.767 0.975
H: 0.569 2.245 -2.971
H: -1.816 -0.579 -0.602
H: 2.885 -3.802 -1.817
H: -1.591 0.031 5.027
H: -4.177 -2.756 -2.119
H: 0.864 3.574 -1.326
H: -7.322 -2.714 0.861
H: 5.103 -2.223 -0.274
H: -5.314 1.108 -1.478
H: 0.082 3.122 5.169
H: 5.195 0.983 -6.092
H: 1.129 6.792 -1.000
H: -1.234 0.732 -5.478
H: 1.631 0.973 -2.246
H: 4.075 -4.552 2.004
H: 0.008 -1.044 4.122
H: 5.944 -1.134 -7.176
H: -2.509 -2.909 -4.348
H: 0.270 2.252 -6.362
H: -8.389 -2.617 -0.605
H: -2.889 1.026 6.435
H: 3.708 -8.080 -1.867
H: -1.559 -5.080 2.130
H: -5.115 1.470 6.103
H: 2.468 -2.040 -4.613
H: 6.593 0.031 6.943
H: -4.802 -6.639 -0.989
H: 0.499 0.391 1.248
H: -2.914 2.220 5.085
H: -2.718 1.878 0.691
H: -6.569 -1.241 -1.681
H: 4.024 3.782 2.772
H: -3.061 -3.208 0.143
H: 0.868 -7.545 0.949
H: -0.863 6.355 4.706
H: -2.954 -3.862 -8.595
H: 6.142 0.433 -3.955
H: 5.267 1.746 3.451
H: -4.404 1.395 0.785
H: 3.247 6.542 -1.623
H: -2.184 -0.417 -3.793
H: 4.081 5.297 0.375
H: -5.526 -1.216 -0.242
H: 5.732 -6.379 2.219
H: -6.903 0.853 -2.270
H: 6.489 -3.143 -2.121
H: 0.911 -2.722 2.282
H: -6.010 2.644 1.764
H: -2.819 0.422 -2.411
H: 0.967 -4.057 1.192
H: -1.261 -2.887 -6.796
H: 2.603 4.353 0.082
H: 1.367 -2.128 -2.217
H: -0.626 5.984 -4.157

HOMO-LUMO gap: 10.0 eV
Electronic energy: -6167.603194 Ha
Maximum force: 5.229 eV/Å